No. 1
Entry from the OMol25 dataset: a structure of composition C33H54HfN6OPSSi (ωB97M-V/def2-TZVPD).

CARTESIAN COORDINATES (ANGSTROEM)
Hf  -0.51  0.10  -0.13
S  2.98  -0.19  -0.91
P  -0.03  3.82  0.12
Si  -3.27  -0.30  0.02
O  -0.37  2.32  0.33
N  0.19  0.05  2.43
N  1.00  3.91  -1.15
N  0.67  4.36  1.49
N  3.74  -0.41  2.03
N  -1.47  4.57  -0.14
N  2.01  -0.10  0.50
C  7.19  -0.71  0.73
C  0.90  0.66  5.04
C  -2.46  4.45  0.96
C  4.83  -0.49  1.12
C  -2.29  -2.38  1.64
C  -3.48  5.56  0.69
C  -3.18  1.95  -1.66
C  -4.50  -2.81  0.52
C  -2.36  -2.92  -0.78
C  -1.72  5.80  -0.90
C  6.11  -0.64  1.61
C  1.86  0.36  4.09
C  -0.74  0.34  3.35
C  2.13  5.97  2.45
C  -2.86  -0.23  -2.82
C  0.74  3.22  -2.43
C  -5.14  0.44  -2.00
C  1.84  3.65  2.04
C  -3.10  -2.20  0.35
C  1.48  0.06  2.79
C  2.35  4.60  3.11
C  2.47  -0.18  1.71
C  1.76  5.17  -1.40
C  -0.44  0.65  4.66
C  0.75  5.81  1.82
C  -3.63  0.49  -1.71
C  1.05  4.27  -3.50
C  4.63  -0.39  -0.25
C  -3.23  5.96  -0.77
C  -4.15  0.59  1.44
C  2.21  5.04  -2.86
C  6.98  -0.62  -0.63
C  5.69  -0.46  -1.13
H  2.91  0.39  4.38
H  1.32  3.83  -4.45
H  -1.35  -2.49  -0.98
H  -4.50  5.22  0.86
H  -2.22  -3.97  -0.52
H  0.62  6.43  0.94
H  -0.03  6.06  2.54
H  3.39  4.42  3.37
H  1.18  0.89  6.06
H  2.16  6.79  3.16
H  0.20  4.93  -3.65
H  -5.03  -2.37  1.36
H  -2.93  -2.91  -1.71
H  3.99  -0.57  2.99
H  2.38  6.02  -3.31
H  2.89  6.14  1.69
H  8.19  -0.84  1.13
H  -3.74  5.28  -1.45
H  -3.53  1.34  1.93
H  3.13  4.46  -2.92
H  -3.22  -1.25  -2.96
H  5.52  -0.39  -2.20
H  1.43  2.37  -2.52
H  -5.71  1.02  -1.28
H  -1.40  5.68  -1.94
H  -3.00  0.30  -3.77
H  -3.37  2.43  -2.63
H  -3.55  6.98  -0.98
H  -0.29  2.86  -2.50
H  -2.91  3.45  0.90
H  1.13  6.05  -1.27
H  -1.22  6.67  -0.47
H  -4.41  -3.88  0.72
H  6.27  -0.71  2.68
H  -5.52  -0.58  -2.00
H  -1.76  0.30  3.01
H  2.61  5.23  -0.71
H  -3.73  2.52  -0.91
H  7.81  -0.69  -1.32
H  -5.05  1.09  1.08
H  -2.79  -1.93  2.50
H  -1.23  0.87  5.36
H  -1.27  -1.96  1.56
H  -4.48  -0.12  2.20
H  -3.30  6.41  1.35
H  2.60  3.50  1.26
H  1.74  4.52  4.01
H  -5.33  0.86  -2.99
H  -1.76  -0.26  -2.62
H  -2.11  2.05  -1.44
H  -1.99  4.54  1.94
H  -5.10  -2.69  -0.38
H  -2.19  -3.45  1.85
H  1.54  2.67  2.42

Net charge: +3
HOMO-LUMO gap in Eh: 0.179
Lowest unoccupied orbital energy in eV: -10.345

***

No. 2
Entry from the OMol25 dataset: the ion C8H5N4O with charge +1 (ωB97M-V/def2-TZVPD).

CARTESIAN COORDINATES (ANGSTROEM)
O  -0.17  -4.68  -0.87
N  0.88  -3.07  2.20
N  -0.14  -3.52  -0.92
N  0.43  -2.73  0.99
N  1.06  -2.05  2.89
C  -0.30  -2.51  -1.69
C  -0.11  0.82  0.15
C  -0.06  -0.58  -0.17
C  -0.30  -1.13  -1.41
C  0.24  1.28  1.39
C  0.73  -0.91  2.18
C  0.32  -1.41  0.92
C  0.69  0.45  2.44
H  -0.49  -2.79  -2.74
H  0.19  2.35  1.57
H  -0.48  -0.47  -2.25
H  0.97  0.85  3.40
H  -0.44  1.50  -0.62

Net charge: +1
HOMO-LUMO gap (spin up / spin down) in Eh: 0.248 / 0.248
Lowest unoccupied orbital energy (spin up / spin down) in eV: -7.110 / -7.112
Structure (SMILES): O=N/C=C\c1cccc2c1=NN=[N+]=2

***

No. 3
Entry from the OMol25 dataset: an isolated molecule of C5H8O (ωB97M-V/def2-TZVPD).

CARTESIAN COORDINATES (ANGSTROEM)
O  -0.05  2.89  -0.94
C  0.37  -1.75  0.21
C  0.01  -0.31  0.38
C  -1.02  0.10  1.11
C  0.78  0.65  -0.49
C  -0.24  1.71  -0.98
H  -0.18  -2.38  0.92
H  1.19  0.14  -1.36
H  1.56  1.15  0.07
H  0.13  -2.09  -0.80
H  -1.13  1.26  -1.46
H  -1.25  1.14  1.28
H  1.44  -1.90  0.37
H  -1.61  -0.60  1.68

HOMO-LUMO gap in Eh: 0.393
Lowest unoccupied orbital energy in eV: 0.978
Structure (SMILES): C=C(C)CC=O

***

No. 4
Entry from the OMol25 dataset: a structure of composition C19H33BaN4O8Sb (ωB97M-V/def2-TZVPD).

CARTESIAN COORDINATES (ANGSTROEM)
Ba  -0.69  1.06  -1.09
Sb  -1.21  -1.36  -3.61
O  2.16  4.46  -1.74
O  -2.68  4.85  0.77
O  -2.97  0.03  -0.93
O  -1.74  3.35  -0.63
O  -4.45  -0.14  0.77
O  0.44  -1.54  -1.34
O  1.19  2.42  -1.82
O  1.30  -3.60  -1.13
N  2.41  1.84  0.68
N  -0.65  2.06  1.61
N  1.76  -1.02  1.21
N  -1.27  -1.00  1.35
C  -1.94  2.78  1.65
C  2.28  -1.83  0.11
C  -2.23  -3.01  -2.71
C  2.83  -0.32  1.89
C  1.26  -2.38  -0.88
C  1.86  2.57  1.82
C  -0.57  1.05  2.66
C  0.30  -2.60  -4.46
C  2.98  2.74  -0.33
C  -2.14  3.77  0.50
C  -0.43  -2.15  1.68
C  -2.45  -1.44  -5.40
C  -2.52  -1.55  0.78
C  2.02  3.29  -1.38
C  -1.54  -0.12  2.49
C  0.42  3.07  1.70
C  3.40  0.86  1.11
C  -3.42  -0.46  0.17
C  0.98  -1.81  2.15
H  -2.76  2.06  1.57
H  0.34  3.73  0.83
H  0.24  3.71  2.59
H  -1.53  -3.48  -2.02
H  0.90  -2.99  -3.64
H  -0.74  1.51  3.65
H  -2.05  3.31  2.61
H  -1.52  -0.71  3.43
H  1.95  1.96  2.71
H  3.71  2.16  -0.90
H  -2.02  -0.80  -6.18
H  2.47  3.47  2.00
H  3.91  0.50  0.22
H  0.44  0.66  2.66
H  -3.10  -2.10  1.54
H  -3.46  -1.06  -5.17
H  2.44  0.03  2.85
H  3.51  3.58  0.14
H  4.19  1.32  1.74
H  3.68  -0.99  2.13
H  -2.51  -3.72  -3.49
H  -2.53  -2.46  -5.78
H  0.93  -2.04  -5.15
H  -0.90  -2.74  2.49
H  -0.18  -3.43  -4.99
H  -3.12  -2.66  -2.18
H  2.87  -2.67  0.50
H  -2.23  -2.24  -0.02
H  -0.39  -2.80  0.81
H  1.48  -2.77  2.37
H  2.95  -1.20  -0.48
H  -2.56  0.25  2.40
H  0.93  -1.27  3.09

Net charge: -2
HOMO-LUMO gap in Eh: 0.274
Lowest unoccupied orbital energy in eV: 4.253

***

No. 5
Entry from the OMol25 dataset: a structure of composition C41H46F11N4O3Ti (ωB97M-V/def2-TZVPD).

CARTESIAN COORDINATES (ANGSTROEM)
Ti  -3.39  -0.31  -0.25
F  -8.94  3.83  -0.45
F  -3.15  -2.05  5.24
F  -9.31  1.75  1.30
F  0.99  -0.37  3.52
F  2.28  -1.49  -1.24
F  -0.55  -1.01  5.60
F  -7.64  -0.53  1.01
F  -4.78  2.08  -1.84
F  0.09  -1.28  0.97
F  -6.56  4.05  -1.96
F  -4.17  -2.17  2.74
O  -0.75  -0.51  -3.27
O  -2.13  1.16  -0.87
O  -3.58  0.85  1.37
N  -2.56  -1.82  0.52
N  4.20  0.11  -0.27
N  -5.30  -0.33  -0.59
N  -3.51  -1.92  -1.75
C  6.23  1.51  -0.45
C  -2.08  -1.54  1.80
C  -5.92  -1.60  -1.12
C  4.07  -0.01  3.27
C  -6.15  0.77  -0.36
C  -1.70  1.95  0.31
C  7.01  2.50  0.14
C  -4.56  0.92  2.40
C  4.72  1.67  1.58
C  -6.78  3.06  -1.05
C  -2.31  -2.80  -1.68
C  -3.58  -1.25  -3.04
C  -2.90  2.19  1.17
C  5.56  -1.94  0.37
C  -1.10  -1.19  4.38
C  -4.77  -2.65  -1.45
C  3.43  -2.11  -0.81
C  8.17  0.69  -1.80
C  -2.40  -1.67  4.20
C  -1.47  1.55  -2.16
C  4.43  -1.20  -0.25
C  4.41  -4.06  0.20
C  3.42  -3.47  -0.55
C  5.55  -3.26  0.56
C  -0.28  -0.81  3.30
C  -7.32  0.72  0.49
C  -0.76  -1.08  2.04
C  -2.89  -1.72  2.91
C  -1.83  -2.93  -0.23
C  5.09  1.06  0.35
C  -5.95  1.92  -1.17
C  -0.34  0.61  -2.56
C  5.96  1.58  -2.98
C  5.59  2.61  2.11
C  -0.17  -0.77  -4.57
C  3.58  1.13  2.40
C  6.61  0.85  -1.77
C  6.69  3.08  1.36
C  -8.08  1.85  0.67
C  -7.91  2.95  -0.28
C  2.88  2.19  3.29
H  6.33  -3.76  1.07
H  -4.54  -3.31  -0.63
H  -5.27  1.74  2.17
H  2.62  -4.11  -0.91
H  4.55  -0.83  2.62
H  5.36  0.89  -3.61
H  -0.76  -2.83  -0.23
H  4.73  0.37  4.07
H  -0.16  -1.87  -4.64
H  6.80  2.09  -3.58
H  -2.20  1.55  -2.97
H  2.94  0.74  1.60
H  8.50  0.33  -0.80
H  3.21  -0.52  3.76
H  -0.96  2.55  -1.97
H  4.48  -5.10  0.46
H  0.88  -0.38  -4.70
H  6.26  -1.32  0.87
H  -3.73  2.78  0.66
H  -2.70  -0.65  -3.17
H  0.48  1.12  -3.11
H  -6.56  -1.97  -0.30
H  -2.13  -3.91  0.29
H  -0.85  -0.37  -5.34
H  -5.06  -0.05  2.48
H  -1.51  -2.41  -2.27
H  -4.07  1.06  3.38
H  -0.95  1.36  0.78
H  2.77  3.22  2.87
H  5.35  2.40  -2.64
H  -5.05  -3.30  -2.33
H  -2.71  2.47  2.20
H  -1.24  2.89  -0.03
H  -6.56  -1.49  -2.02
H  -2.51  -3.86  -1.95
H  7.15  4.04  1.60
H  -4.47  -0.60  -3.13
H  -3.64  -2.03  -3.81
H  1.89  1.89  3.56
H  3.38  2.38  4.22
H  5.32  3.09  3.02
H  6.22  -0.15  -1.78
H  8.27  -0.14  -2.52
H  7.91  2.85  -0.40
H  8.75  1.58  -2.04
H  0.12  0.24  -1.63

HOMO-LUMO gap (spin up / spin down) in Eh: 0.143 / 0.143
⟨S²⟩: 0.75
Lowest unoccupied orbital energy (spin up / spin down) in eV: -0.829 / -0.819
Spin multiplicity: 2

***

No. 6
Entry from the OMol25 dataset: a cluster of 2 separate species, C4H13N4 in total (ωB97M-V/def2-TZVPD).

CARTESIAN COORDINATES (ANGSTROEM)
N  1.93  0.08  0.36
N  1.95  0.32  -2.01
N  0.40  1.74  -1.12
N  -1.53  0.01  0.78
C  -1.44  -2.27  -0.01
C  -1.83  -1.33  0.87
C  -1.05  0.65  2.00
C  1.03  0.43  -0.96
H  -0.04  1.66  -2.04
H  1.63  -0.86  0.62
H  2.37  -0.61  -1.95
H  1.22  2.32  -1.25
H  1.37  0.70  0.96
H  -2.47  -1.61  1.73
H  -0.85  1.71  1.83
H  -1.80  -3.29  0.05
H  -0.11  0.20  2.37
H  -0.87  0.19  0.02
H  -1.82  0.56  2.76
H  2.71  0.92  -1.70
H  -0.67  -1.99  -0.74

Net charge: +1
HOMO-LUMO gap in Eh: 0.164
Lowest unoccupied orbital energy in eV: -7.887

***

No. 7
Entry from the OMol25 dataset: the ion C7H12N2O2PS with charge +1 (ωB97M-V/def2-TZVPD).

CARTESIAN COORDINATES (ANGSTROEM)
S  1.57  -3.06  -1.70
P  0.76  -1.28  -1.66
O  -0.51  -1.08  -2.43
O  1.13  -0.04  -0.73
N  -0.85  -0.29  1.84
N  0.66  0.35  3.28
C  -0.08  -0.58  3.93
C  -1.15  -1.84  -3.42
C  0.25  0.44  1.97
C  0.22  1.07  -0.38
C  -1.07  -0.92  3.09
C  0.72  1.49  1.01
C  0.30  2.11  -1.53
H  -0.70  2.21  -1.88
H  -1.56  -2.64  -2.90
H  0.32  2.45  1.36
H  -0.38  -2.29  -4.12
H  -1.87  -1.55  3.27
H  0.77  3.08  -1.37
H  -0.88  0.73  -0.35
H  1.74  1.55  0.86
H  -0.04  -0.85  4.98
H  1.64  0.57  3.40
H  0.90  1.66  -2.40
H  -1.91  -1.28  -4.11

Net charge: +1
HOMO-LUMO gap in Eh: 0.236
Lowest unoccupied orbital energy in eV: -5.389

***

No. 8
Entry from the OMol25 dataset: a structure of composition C28H30NOReS (ωB97M-V/def2-TZVPD).

CARTESIAN COORDINATES (ANGSTROEM)
Re  0.30  -1.44  0.60
S  2.42  -0.44  0.09
O  -0.14  0.93  -1.02
N  -0.76  2.81  -1.90
C  -2.71  -0.77  -4.56
C  5.95  -1.24  1.81
C  0.06  -3.45  0.28
C  -1.11  -1.93  -1.05
C  3.64  -1.25  1.03
C  5.74  -2.47  2.45
C  -4.18  0.75  -3.37
C  0.97  -2.93  -0.74
C  -0.36  2.13  -0.82
C  4.91  -0.63  1.11
C  -1.80  1.21  -3.49
C  -1.63  0.05  -4.26
C  0.64  0.40  2.45
C  -0.64  2.13  -3.20
C  -3.09  1.57  -3.06
C  0.56  -1.01  2.76
C  -2.51  2.44  1.35
C  4.49  -3.08  2.39
C  3.44  -2.48  1.69
C  -0.70  3.18  2.92
C  -0.15  2.81  0.52
C  -0.81  -1.42  2.52
C  -1.01  2.29  1.71
C  -4.00  -0.41  -4.13
C  0.24  -1.98  -1.53
C  -1.23  -2.82  0.06
C  -0.65  0.86  2.04
C  -1.55  -0.25  2.09
H  1.51  1.05  2.57
H  -4.86  -1.04  -4.38
H  -2.14  -3.02  0.60
H  -0.36  3.88  0.37
H  0.91  2.71  0.77
H  5.04  0.33  0.61
H  1.99  -3.24  -0.89
H  0.37  3.17  3.16
H  -2.57  -1.67  -5.16
H  1.33  -1.59  3.24
H  -2.62  -0.21  1.91
H  -1.23  -2.37  2.81
H  -0.99  4.23  2.72
H  -3.11  2.18  2.23
H  0.62  -1.45  -2.40
H  -0.62  -0.20  -4.60
H  0.29  1.54  -3.23
H  -5.18  1.04  -3.03
H  0.30  -4.20  1.02
H  -2.72  3.48  1.08
H  2.46  -2.96  1.66
H  -1.26  2.84  3.80
H  -1.91  -1.36  -1.50
H  6.92  -0.75  1.85
H  -0.57  2.92  -3.96
H  -3.21  2.48  -2.48
H  -2.78  1.78  0.52
H  4.30  -4.03  2.90
H  6.55  -2.95  2.99
H  -0.79  3.81  -1.87

Net charge: +1
HOMO-LUMO gap (spin up / spin down) in Eh: 0.253 / 0.182
⟨S²⟩: 3.79
Lowest unoccupied orbital energy (spin up / spin down) in eV: -2.652 / -5.337
Spin multiplicity: 4

***

No. 9
Entry from the OMol25 dataset: a structure of composition CF3MgNNiO3S3 (ωB97M-V/def2-TZVPD).

CARTESIAN COORDINATES (ANGSTROEM)
Ni  1.00  1.69  0.58
S  0.29  -0.18  2.78
S  -1.25  1.48  -1.85
S  0.38  -1.07  0.09
Mg  -1.55  0.94  1.30
F  2.08  -2.89  -0.64
F  0.38  -3.64  0.47
F  2.00  -2.65  1.50
O  0.09  1.41  2.34
O  1.56  -0.07  0.12
O  -0.74  -0.50  -2.03
N  -0.56  -0.85  1.42
C  1.28  -2.67  0.40

HOMO-LUMO gap (spin up / spin down) in Eh: 0.233 / 0.226
⟨S²⟩: 2.04
Lowest unoccupied orbital energy (spin up / spin down) in eV: -2.085 / -2.118
Spin multiplicity: 3

***

No. 10
Entry from the OMol25 dataset: an isolated molecule of C3H6N2 (ωB97M-V/def2-TZVPD).

CARTESIAN COORDINATES (ANGSTROEM)
N  0.31  -1.39  -0.18
N  -0.88  -0.86  0.35
C  2.21  0.59  0.12
C  -1.27  0.45  -0.06
C  1.48  -0.34  0.00
H  -0.99  -1.10  1.32
H  -2.21  0.70  0.53
H  3.06  1.27  -0.10
H  0.28  -1.36  -1.18
H  -1.51  0.63  -1.11
H  -0.49  1.41  0.30

HOMO-LUMO gap in Eh: 0.377
Lowest unoccupied orbital energy in eV: 1.038
Structure (SMILES): C#CNNC

***

No. 11
Entry from the OMol25 dataset: an isolated molecule of C2H6N4O2 (ωB97M-V/def2-TZVPD).

CARTESIAN COORDINATES (ANGSTROEM)
O  0.41  0.47  0.44
O  2.81  -1.07  -0.11
N  -1.79  1.10  -0.31
N  2.69  0.39  -0.19
N  -0.13  -0.70  0.03
N  -2.60  -1.16  -0.15
C  -1.56  -0.25  -0.17
C  1.50  0.83  -0.12
H  -2.14  -2.00  -0.34
H  -0.16  -1.28  1.14
H  -1.31  1.47  0.63
H  -2.84  1.42  0.20
H  3.82  -1.07  -0.41
H  1.31  1.84  -0.65

HOMO-LUMO gap in Eh: 0.352
Lowest unoccupied orbital energy in eV: 0.073
Structure (SMILES): [H]/N=C(/N)NO/C=N\O

***

No. 12
Entry from the OMol25 dataset: a structure of composition C10H12N5O8P2RuS (ωB97M-V/def2-TZVPD).

CARTESIAN COORDINATES (ANGSTROEM)
Ru  -0.53  0.27  0.40
S  -2.72  0.24  1.19
P  0.98  2.66  1.61
P  -0.57  3.19  -0.99
O  -1.47  4.29  -0.58
O  1.03  3.95  2.59
O  2.26  1.91  1.74
O  1.38  -0.16  -0.51
O  -0.04  3.48  -2.52
O  -1.17  -1.21  -0.83
O  -0.37  2.02  1.78
O  -0.97  1.73  -1.00
N  4.64  0.38  0.02
N  3.08  -2.35  3.23
N  -2.49  -1.17  -1.06
N  1.51  -0.88  0.57
N  2.09  2.55  -0.82
C  2.89  -1.72  2.30
C  3.80  -0.22  0.52
C  -2.92  -1.77  -2.18
C  1.51  4.83  -0.13
C  -4.72  -0.70  -0.45
C  1.05  3.37  -0.11
C  2.69  -0.93  1.11
C  -4.25  -1.88  -2.47
C  -5.17  -1.34  -1.57
C  -3.34  -0.58  -0.17
H  1.84  1.53  -0.83
H  1.69  5.15  -1.16
H  2.23  2.89  -1.77
H  2.42  4.96  0.46
H  -4.55  -2.37  -3.39
H  0.13  4.24  2.77
H  -0.46  4.30  -2.81
H  2.95  2.56  -0.27
H  -5.40  -0.26  0.26
H  -6.24  -1.40  -1.77
H  0.73  5.46  0.29
H  -2.12  -2.16  -2.80

Net charge: -1
HOMO-LUMO gap in Eh: 0.250
Lowest unoccupied orbital energy in eV: 2.737